{"formula": "C9H10N2O2", "method": "ωB97M-V/def2-TZVPD", "species": ["O", "O", "N", "N", "C", "C", "C", "C", "C", "C", "C", "C", "C", "H", "H", "H", "H", "H", "H", "H", "H", "H", "H"], "coordinates": [[4.136, -0.355, 0.464], [1.941, -2.031, 0.388], [0.542, 0.308, -0.717], [1.911, -0.700, 0.533], [-2.560, -1.712, -0.514], [-3.279, -0.870, 0.283], [-1.204, -1.336, -0.755], [-1.515, 0.784, 0.410], [2.610, 1.393, -0.243], [-2.756, 0.394, 0.740], [-0.735, -0.031, -0.375], [1.111, 1.545, -0.284], [3.001, 0.017, 0.198], [-3.465, 0.928, 1.294], [-0.583, -1.943, -1.454], [-4.320, -1.005, 0.283], [1.542, -2.403, 1.160], [-1.122, 1.678, 0.848], [0.628, 2.483, -0.871], [0.760, 1.816, 0.693], [3.182, 2.033, 0.351], [3.147, 1.567, -1.320], [-2.974, -2.562, -1.113]], "lowdin_charge": [0.083, 0.058, 0.084, 0.050, -0.086, -0.084, 0.008, -0.051, -0.097, -0.058, -0.298, -0.257, -0.509, 0.088, 0.119, 0.083, 0.105, 0.102, 0.179, 0.083, 0.094, 0.182, 0.121], "e_tot_ha": -608.75953, "total_charge": 0, "e_lumo_ev": [-0.699, -1.081], "gap_ev": [7.6, 7.5]}